Molecular formula: C36H49F9O32PS
Method: DFT, ωB97M-V/def2-TZVPD

XYZ file:
```
128
Properties=species:S:1:pos:R:3:mulliken_charge:R:1
H 3.979 2.737 -2.218 0.500
O 3.404 -0.196 -8.611 -0.318
O 6.551 0.332 7.645 -0.335
C 12.198 2.576 5.973 -0.380
C -2.449 -0.216 -4.091 0.403
F -7.947 -4.331 0.240 -0.317
H 2.659 -2.552 1.647 -0.087
C 6.378 -0.274 6.362 -0.289
H -0.366 0.911 -0.523 0.659
C 7.243 0.610 5.482 0.454
O 7.196 1.849 6.155 -0.325
O 13.072 2.049 6.970 -0.315
H 5.332 -0.204 6.059 0.178
C -8.097 4.340 5.385 0.645
H 10.229 2.275 6.937 0.296
O -0.483 2.714 -7.074 -0.246
H -3.554 3.665 -7.056 0.319
H -3.788 -1.652 -6.522 0.317
C -1.559 -3.249 -0.923 0.317
O -6.091 -3.446 -0.691 -0.246
C -2.530 3.674 -7.413 -0.520
O 0.401 4.357 -5.808 -0.515
H 6.689 -1.313 6.395 0.300
H 3.724 2.267 -0.505 0.538
O -0.348 -2.620 -0.427 -0.312
C 2.403 -0.483 -7.762 0.584
C 1.649 0.105 -0.793 -1.172
O 3.748 -4.269 2.090 -0.327
O 7.070 2.416 8.335 -0.502
H 2.092 0.289 0.188 0.794
C 6.943 1.612 7.477 0.633
O -8.580 3.717 4.499 -0.489
H 4.663 -1.537 -6.428 0.274
H -3.016 -3.624 0.668 0.203
H -2.220 -2.472 -1.303 -0.069
C 12.623 0.831 7.352 0.610
C -0.512 3.907 -6.418 0.660
F -1.883 1.647 -8.506 -0.288
H -7.966 -1.154 4.595 0.295
F 4.191 -1.401 3.949 -0.283
C -7.495 -3.633 -0.819 0.290
C -2.215 -4.129 0.127 -1.300
O -2.171 0.751 -3.453 -0.525
H -6.092 6.429 6.570 0.262
O -1.806 -1.036 0.896 -0.393
C -3.009 -2.345 -4.572 0.350
O 4.526 0.781 -1.724 -0.173
H -4.705 -0.742 1.048 0.205
O 5.580 -5.429 2.711 -0.506
O -7.615 -1.047 0.770 -0.460
O -1.726 4.473 -6.537 -0.343
C -2.937 -1.533 -5.860 -0.538
F -9.796 -0.383 4.563 -0.280
H -4.669 -0.403 -0.689 0.383
C -5.529 -3.518 -1.913 0.414
C 10.920 1.802 6.236 0.327
H 0.387 0.409 -4.897 0.075
O 5.803 1.177 -1.153 -0.387
O -7.281 0.491 2.380 -0.354
O 0.680 -1.354 1.560 -0.721
H -7.268 1.212 4.328 0.210
H 12.105 3.651 6.089 0.287
H 0.335 1.923 -3.980 0.719
H 8.282 0.295 5.397 0.201
C -1.828 2.329 -7.342 0.817
H -7.507 -5.491 -1.905 0.299
H -2.480 4.067 -8.428 0.298
C 0.996 1.213 -4.481 -1.251
C -4.102 -0.829 0.144 -0.633
H 12.583 2.329 4.982 0.258
H 2.507 -3.142 3.310 0.206
C -7.969 0.822 3.598 -0.308
O -7.318 5.431 5.234 -0.313
F -2.328 -3.504 -4.650 -0.342
H -6.452 4.239 7.670 0.271
C -2.754 -0.145 0.235 0.472
S 2.035 1.466 -1.913 0.112
O 11.396 0.600 6.788 -0.294
F -7.911 5.201 8.615 -0.270
C 3.193 -3.007 2.473 0.122
F 4.767 0.209 -5.471 -0.315
H -8.742 1.562 3.392 0.266
F 10.233 1.517 5.094 -0.322
H 4.619 1.232 -7.739 0.286
O -4.411 -3.169 -2.142 -0.194
O -6.401 -3.997 -2.814 -0.347
H -1.475 -4.447 0.866 0.427
O 2.886 -0.518 -6.476 -0.185
C 2.062 0.635 -3.529 -0.505
H 4.937 -1.695 2.134 0.262
H -1.234 -3.836 -1.783 0.409
O 1.275 -0.690 -8.044 -0.476
H -4.011 -2.542 -4.189 0.284
C -7.583 -4.424 -2.117 -0.515
C 0.130 -0.037 -0.755 -0.444
O -8.754 -1.133 2.708 -0.333
H 2.116 -0.783 -1.225 0.430
C -7.337 4.838 7.449 0.299
H 3.074 0.698 -3.927 0.574
H -0.241 -0.358 -1.731 -0.049
O -8.246 4.051 6.702 -0.296
H -7.838 6.791 6.703 0.284
C 4.295 -0.515 -6.525 0.319
H 6.269 0.329 -1.218 0.328
H -2.007 -1.748 -6.388 0.267
C 4.573 0.148 -7.863 -0.464
C 4.930 -4.443 2.720 0.589
H 5.460 -0.214 -8.371 0.299
C -7.093 6.016 6.520 -0.388
H 1.837 -0.402 -3.274 0.383
H -7.973 -2.653 -0.826 0.399
H -2.390 0.079 -0.767 -0.264
H -2.633 -5.020 -0.347 0.382
O -2.339 -1.482 -3.651 0.093
C 3.723 1.912 -1.543 -0.565
H -2.769 0.778 0.819 0.400
H -2.150 1.670 -6.538 -0.143
C 4.430 -2.256 2.924 0.341
C -7.858 -0.600 1.844 0.632
O 5.280 -3.286 3.365 -0.319
H -3.940 -1.878 -0.086 -0.382
F 6.737 0.762 4.230 -0.308
P -0.313 -1.314 0.474 0.911
H 1.460 1.742 -5.313 0.355
O 13.187 0.080 8.066 -0.479
H -8.461 -4.214 -2.717 0.267
O -2.897 -0.186 -5.353 -0.343
C -8.591 -0.512 3.971 0.321
```

Net charge: +1
Relative energy (zero: lowest compared OMol25 entry of this formula, charge and spin): 0.00 kcal per mole
Molecular weight: 1227.78 g/mol
LUMO energy: -0.077 Eh
Maximum force: 0.011 Eh/bohr
E: -148222.5924 eV